No. 1
{
  "formula": "C20H14BrClN6O2RuS2",
  "method": "the ωB97M-V functional and the def2-TZVPD basis",
  "species": ["Ru", "S", "C", "N", "N", "C", "C", "C", "C", "C", "C", "N", "N", "C", "C", "C", "C", "C", "C", "H", "H", "H", "H", "H", "H", "H", "H", "H", "H", "H", "Cl", "Br", "C", "C", "N", "C", "C", "C", "C", "O", "O", "H", "H", "H", "S", "C", "N"],
  "positions_angstrom": [[0.17925, -0.41102, 0.12007], [1.45963, 1.68871, -0.60151], [1.82109, 2.00863, 1.13746], [1.94869, 3.23028, 1.60200], [1.83058, 4.25560, 0.77863], [1.63187, 5.53116, 1.22405], [1.47946, 5.80817, 2.59056], [1.22266, 7.09666, 3.00759], [1.12441, 8.13310, 2.08845], [1.30431, 7.86843, 0.73760], [1.55820, 6.58421, 0.30266], [1.94431, 1.01596, 1.98221], [1.50997, -0.17590, 1.65534], [1.80404, -1.21276, 2.49452], [1.00140, -2.36649, 2.48535], [1.28808, -3.42055, 3.32338], [2.37825, -3.36542, 4.18174], [3.17128, -2.22573, 4.20446], [2.89216, -1.15701, 3.38214], [1.75330, 4.05868, -0.22567], [1.54413, 4.98586, 3.28397], [1.08732, 7.30066, 4.06042], [0.90367, 9.13722, 2.42150], [1.23725, 8.67597, 0.02236], [1.69426, 6.38103, -0.74963], [0.12880, -2.40517, 1.82999], [0.64642, -4.28955, 3.32102], [2.60067, -4.19917, 4.83250], [4.01514, -2.17097, 4.87822], [3.49382, -0.26176, 3.39474], [-1.31361, 0.71488, 1.43337], [0.74891, -3.35846, -6.79604], [0.37346, -2.03364, -5.48767], [0.87666, -0.75008, -5.63698], [0.62424, 0.20783, -4.76903], [-0.09954, -0.07370, -3.70212], [-0.65968, -1.32778, -3.47877], [-0.42863, -2.33702, -4.40459], [-1.55507, -1.59653, -2.27393], [-2.45093, -2.41373, -2.38480], [-1.29435, -0.89335, -1.24757], [1.50019, -0.48276, -6.47803], [-0.24824, 0.73806, -2.99816], [-0.87065, -3.31398, -4.26146], [1.48753, -2.32866, -0.65115], [2.12604, -1.78376, -2.06849], [2.59517, -1.52877, -3.09144]],
  "forces_ev_per_a": [[0.51, 1.11, -1.90], [-0.87, -1.87, 1.25], [-0.88, 1.89, -3.21], [0.18, -0.30, 0.79], [0.19, -1.65, -1.11], [-0.13, 1.28, 0.73], [0.04, -0.34, -0.36], [0.01, 0.20, -0.09], [0.00, 0.05, 0.01], [-0.06, 0.13, 0.20], [0.05, -0.43, 0.09], [0.15, -3.84, 2.00], [-0.24, 3.87, -1.23], [0.60, -1.42, 1.77], [-0.08, 0.69, -0.34], [0.07, -0.20, 0.19], [-0.08, 0.10, -0.09], [0.05, -0.16, 0.18], [-0.36, 0.21, -0.45], [-0.17, 0.08, 0.39], [-0.02, -0.03, 0.12], [0.00, -0.02, 0.07], [0.02, 0.05, 0.01], [0.00, 0.01, -0.08], [-0.01, -0.04, -0.13], [0.20, -0.08, 0.26], [-0.02, -0.06, -0.05], [0.01, -0.03, 0.03], [0.05, 0.00, 0.02], [0.09, 0.02, 0.00], [-0.02, 0.09, 0.11], [0.05, 0.05, 0.02], [-0.13, -0.03, 0.06], [0.01, -0.32, -0.19], [0.23, 0.61, -0.12], [-0.27, -0.28, 0.21], [-0.25, -0.01, 0.18], [0.02, 0.24, -0.02], [0.49, -0.41, -1.30], [-0.09, -0.08, 0.17], [0.35, 0.85, 1.81], [0.05, -0.10, -0.15], [-0.11, -0.08, 0.05], [0.00, 0.03, 0.00], [-0.38, 0.04, 1.02], [0.40, 0.02, -0.66], [0.33, 0.18, -0.25]],
  "charge": -1,
  "multiplicity": 2,
  "orbital_gap_ev": [6.029, 5.840],
  "de_lowest_kcal_mol": 21.6
}

No. 2
{
  "formula": "C20H14I2N3O5SbSe4Ta",
  "method": "the ωB97M-V functional and the def2-TZVPD basis",
  "species": ["Ta", "O", "C", "O", "C", "C", "C", "C", "C", "N", "C", "O", "O", "H", "H", "H", "I", "C", "C", "C", "I", "C", "O", "C", "C", "N", "C", "C", "C", "C", "C", "C", "N", "C", "H", "H", "H", "H", "H", "H", "H", "H", "H", "H", "H", "Se", "Sb", "Se", "Se", "Se"],
  "positions_angstrom": [[-0.56967, -0.05169, 0.48745], [-2.33875, -1.82764, -3.10097], [-1.64039, -0.96360, -2.59675], [-1.79916, -0.55961, -1.37743], [-0.45608, -0.27880, -3.23943], [-0.59071, 0.85742, -4.01347], [0.51322, 1.69325, -4.14515], [1.69942, 1.35443, -3.52099], [1.75844, 0.16996, -2.79256], [0.69024, -0.61766, -2.64201], [2.82445, -0.09862, -1.73051], [3.72304, -0.93540, -1.88192], [2.53644, 0.53424, -0.67390], [-1.55089, 1.15630, -4.41183], [0.40426, 2.65872, -4.62663], [2.51795, 2.06050, -3.48328], [-5.88077, -3.18185, 0.13576], [-4.17468, -2.30096, 0.92304], [-4.27966, -1.47008, 2.07283], [-3.18169, -0.84102, 2.59120], [-3.43096, 0.54508, 4.12052], [-1.89435, -1.01179, 2.03206], [-0.85432, -0.21030, 2.46380], [-1.82214, -1.85941, 0.83786], [-0.49455, -2.32384, 0.05830], [0.77085, -1.47894, 0.12168], [1.13351, -1.54299, 1.56369], [1.84513, -0.31448, 2.09646], [2.96328, -0.40292, 2.88976], [3.57984, 0.78170, 3.28524], [3.08551, 1.99072, 2.84456], [1.95066, 2.00757, 2.04045], [1.32238, 0.89268, 1.73182], [-2.96290, -2.50787, 0.33407], [-5.24664, -1.29048, 2.52091], [-0.27338, -3.29175, 0.52243], [-0.70634, -2.57364, -0.97582], [1.48544, -1.81018, -0.52660], [0.20132, -1.82412, 2.14633], [1.74134, -2.43859, 1.73847], [3.35693, -1.37357, 3.15917], [4.46029, 0.74078, 3.91286], [3.56772, 2.92278, 3.10061], [1.54005, 2.91947, 1.61279], [-2.85142, -3.11253, -0.55603], [-0.80782, 5.29072, -3.47496], [0.20464, 4.28011, -1.52558], [-0.43731, 2.06640, -0.50359], [-2.40192, 1.43881, 0.53317], [0.77014, 6.13268, -0.07792]],
  "forces_ev_per_a": [[-0.46, 5.71, -1.02], [0.08, 0.14, -0.21], [0.29, -0.50, -0.29], [0.66, -0.08, 1.11], [-0.03, 0.42, 0.30], [-0.03, 0.00, -0.19], [0.03, -0.02, -0.07], [-0.02, -0.05, -0.05], [-0.14, 0.32, 0.42], [0.06, -0.21, -0.07], [0.01, -0.21, 0.25], [-0.17, -0.06, -0.24], [-0.02, 0.09, 0.12], [-0.03, -0.07, 0.01], [0.00, -0.07, -0.06], [0.11, -0.11, -0.09], [-0.04, -0.02, 0.02], [0.04, 0.29, 0.63], [-0.02, -0.29, -0.50], [-0.08, -0.01, 0.00], [0.10, -0.14, 0.07], [-0.25, -0.49, 0.49], [-2.14, -2.02, -0.42], [1.06, -0.71, 1.38], [0.34, -3.00, 0.02], [0.04, -3.06, 0.49], [1.00, -1.75, 1.50], [-0.16, 0.87, -0.12], [-0.08, -0.01, -0.17], [0.00, -0.05, 0.04], [0.05, 0.03, 0.01], [-0.28, 0.11, -0.25], [-0.19, -2.59, -0.41], [0.03, 0.45, 0.04], [-0.04, -0.05, -0.04], [0.20, 0.08, 0.16], [-0.27, 0.46, -0.07], [-0.04, 0.45, -0.26], [1.59, 0.54, -0.59], [0.35, 0.23, -0.28], [0.07, 0.04, 0.03], [0.01, 0.05, -0.01], [0.00, 0.01, -0.02], [0.00, 0.03, 0.15], [-0.09, 0.06, -0.05], [-0.25, -0.41, 0.09], [1.96, 3.61, -1.93], [-0.34, 0.88, -0.62], [-2.78, 1.54, 0.35], [-0.15, -0.43, 0.35]],
  "charge": -1,
  "multiplicity": 1,
  "orbital_gap_ev": [4.409, 4.358],
  "de_lowest_kcal_mol": 250.3
}